Record 1
{"formula": "C20H53O19S6", "method": "ωB97M-V with the def2-TZVPD basis set", "symbols": ["S", "S", "S", "S", "S", "S", "O", "O", "O", "O", "O", "O", "O", "O", "O", "O", "O", "O", "O", "O", "O", "O", "O", "O", "O", "C", "C", "C", "C", "C", "C", "C", "C", "C", "C", "C", "C", "C", "C", "C", "C", "C", "C", "C", "C", "H", "H", "H", "H", "H", "H", "H", "H", "H", "H", "H", "H", "H", "H", "H", "H", "H", "H", "H", "H", "H", "H", "H", "H", "H", "H", "H", "H", "H", "H", "H", "H", "H", "H", "H", "H", "H", "H", "H", "H", "H", "H", "H", "H", "H", "H", "H", "H", "H", "H", "H", "H", "H"], "coordinates": [[2.792, 0.033, -5.432], [2.470, -5.214, 0.047], [-3.743, 7.533, -1.325], [7.730, 0.401, 0.919], [-7.838, 0.026, 1.127], [-4.199, -4.691, 8.535], [4.309, 0.383, -5.962], [8.859, -0.421, 1.288], [2.788, -1.148, -4.590], [-7.504, -1.504, 0.441], [1.952, -6.591, 0.080], [-9.275, 0.343, 0.971], [0.439, 1.059, 1.014], [-4.403, 6.398, -0.720], [-3.826, -3.389, 8.950], [7.599, 0.309, -0.703], [3.069, -4.620, 1.256], [7.580, 1.825, 1.286], [-4.346, 8.321, -2.382], [3.519, -5.132, -1.259], [2.023, 0.090, -6.664], [-3.347, -4.990, 7.250], [-3.023, 8.490, -0.099], [-3.997, -5.803, 9.484], [-7.096, 0.102, 2.388], [2.510, 1.448, -4.256], [6.496, 0.991, -1.377], [5.106, -4.206, -2.537], [1.081, -4.092, -0.454], [-6.228, -2.069, 0.524], [-6.320, -3.377, -0.297], [6.069, -0.247, 1.442], [-3.078, -3.873, 6.404], [-2.459, 8.787, 2.208], [-5.957, -4.855, 7.729], [-1.510, 2.438, 0.112], [4.350, -4.028, -1.258], [5.106, -0.570, -6.693], [-0.984, 1.335, 0.998], [-2.658, 7.816, 1.124], [-2.836, -4.316, 4.953], [5.684, 0.147, -7.921], [7.052, 2.073, -2.334], [-6.729, 1.081, 0.116], [-2.141, 7.009, -2.084], [6.318, 2.628, -2.917], [-6.459, -4.250, 0.341], [-2.587, -3.501, 4.274], [-3.411, 7.108, 1.470], [-7.003, -3.362, -1.147], [-1.274, 1.612, 2.011], [-6.893, 2.105, 0.452], [5.871, 0.286, -1.925], [-1.638, 0.509, 0.719], [-6.732, -4.617, 8.458], [5.672, -3.347, -2.900], [5.387, -0.054, 0.614], [4.647, -1.533, -6.916], [-2.031, -5.045, 4.853], [2.965, 1.128, -3.319], [5.847, 1.513, -0.674], [6.567, -0.459, -8.128], [-5.360, -3.609, -0.760], [4.943, -4.025, -0.344], [0.886, -3.358, 0.328], [7.707, 2.735, -1.769], [5.981, -0.845, -6.104], [-0.712, 3.165, 0.266], [0.192, -4.593, -0.838], [4.563, -4.591, -3.399], [-2.398, 3.002, 0.395], [-2.047, 5.924, -2.040], [-5.994, -4.066, 6.979], [-6.991, 0.973, -0.936], [6.139, 1.114, -7.709], [6.052, -1.324, 1.610], [-6.191, -2.342, 1.579], [-2.649, 8.500, 3.243], [-6.114, -5.856, 7.326], [-1.915, 7.363, -3.090], [1.303, -3.375, -1.245], [3.058, 2.293, -4.674], [-3.795, -3.056, 6.332], [-1.475, 9.254, 2.179], [5.003, 0.263, -8.764], [-5.400, -1.519, 0.076], [-1.910, 7.067, 0.862], [1.428, 1.576, -4.278], [3.719, -3.143, -1.347], [5.762, 0.192, 2.391], [-2.239, -3.291, 6.788], [-1.344, 7.240, -1.378], [-3.710, -4.849, 4.580], [5.900, -4.901, -2.264], [7.690, 1.583, -3.070], [-3.229, 9.539, 2.036], [-5.743, 0.733, 0.425], [-1.444, 2.207, -0.951]], "mulliken_charge": [1.041, 1.185, 1.145, 1.192, 1.096, 1.119, -0.240, -0.588, -0.534, -0.306, -0.616, -0.586, -0.878, -0.566, -0.585, -0.352, -0.626, -0.609, -0.585, -0.294, -0.618, -0.281, -0.350, -0.609, -0.590, -0.835, -0.241, -1.326, -0.903, -0.037, -1.194, -0.818, -0.234, -1.206, -0.847, -0.870, -0.017, -0.211, -0.414, -0.114, -1.210, -1.171, -1.286, -0.901, -0.875, 0.339, 0.294, 0.387, 0.266, 0.307, 0.225, 0.370, 0.358, 0.059, 0.352, 0.333, 0.277, 0.360, 0.308, 0.306, 0.424, 0.388, 0.370, 0.323, 0.413, 0.332, 0.250, 0.304, 0.352, 0.312, 0.305, 0.340, 0.305, 0.317, 0.303, 0.328, 0.254, 0.371, 0.303, 0.327, 0.231, 0.303, 0.368, 0.264, 0.289, 0.280, 0.375, 0.360, 0.270, 0.323, 0.326, 0.289, 0.298, 0.362, 0.316, 0.313, 0.322, 0.292], "total_energy_ha": -4612.2349, "multiplicity": 1, "homo_energy_ha": -0.1112, "charge": -1, "orbital_gap_ev": 4.82}

Record 2
{"formula": "C2H4ClNO", "method": "ωB97M-V with the def2-TZVPD basis set", "symbols": ["Cl", "O", "N", "C", "C", "H", "H", "H", "H"], "coordinates": [[1.335, 0.287, 2.803], [-0.487, 0.993, -1.491], [0.553, 0.017, 0.312], [-0.340, -0.239, -0.877], [0.277, -0.218, 1.495], [-1.280, -0.652, -0.728], [0.343, -1.027, -1.462], [-0.774, -0.392, 1.782], [0.371, 1.230, -1.836]], "mulliken_charge": [-0.158, -0.502, -0.353, -0.233, 0.001, 0.394, 0.221, 0.308, 0.321], "e_above_lowest_kcal_mol": 36.1, "total_energy_ha": -668.7465, "multiplicity": 1, "homo_energy_ha": -0.3768, "charge": 0, "orbital_gap_ev": 11.14}

Record 3
{"formula": "C4H11BBrInNO2", "method": "ωB97M-V with the def2-TZVPD basis set", "symbols": ["In", "Br", "O", "O", "N", "C", "C", "C", "C", "B", "H", "H", "H", "H", "H", "H", "H", "H", "H", "H", "H"], "coordinates": [[0.617, 0.781, 0.881], [0.008, -0.883, 2.797], [3.210, 1.221, -0.979], [-0.453, -1.136, -1.407], [-1.159, 0.759, -0.379], [-2.733, -1.146, -0.771], [3.330, -1.072, 0.117], [-1.355, -0.492, -0.860], [-2.281, 1.411, 0.295], [2.593, 0.299, -0.145], [-2.109, 2.493, 0.272], [-3.237, 1.230, -0.209], [-3.254, -0.944, 0.167], [-3.372, -0.807, -1.596], [-2.587, -2.222, -0.875], [0.579, 2.402, 1.611], [3.301, -1.351, 1.178], [2.740, -1.837, -0.409], [4.371, -1.115, -0.241], [-2.369, 1.131, 1.355], [4.159, 1.279, -0.803]], "mulliken_charge": [0.662, -0.610, -0.549, -0.682, -0.345, -1.222, -0.899, 0.842, -0.980, 0.164, 0.230, 0.425, 0.352, 0.303, 0.318, -0.370, 0.264, 0.280, 0.257, 0.281, 0.279], "total_energy_ha": -3153.3780, "multiplicity": 1, "homo_energy_ha": -0.1639, "charge": -1, "orbital_gap_ev": 7.55}

Record 4
{"formula": "C13H19ClNOS", "method": "ωB97M-V with the def2-TZVPD basis set", "symbols": ["Cl", "S", "O", "N", "C", "C", "C", "C", "C", "C", "C", "C", "C", "C", "C", "C", "C", "H", "H", "H", "H", "H", "H", "H", "H", "H", "H", "H", "H", "H", "H", "H", "H", "H", "H", "H"], "coordinates": [[6.596, -0.732, -0.026], [0.701, 0.877, 0.643], [-1.798, 1.994, 0.053], [-2.224, -0.425, 0.962], [-2.735, -3.521, -0.475], [3.962, -1.252, -0.198], [-0.841, 3.046, -0.408], [2.719, -0.993, -0.011], [-2.507, 1.193, -0.962], [-3.283, 0.082, 0.046], [0.399, 2.150, -0.744], [-1.434, -1.546, 0.520], [4.707, 0.953, 0.763], [2.334, 0.372, 0.625], [-2.400, -2.797, 0.510], [5.127, -0.220, 0.009], [3.376, 1.265, 0.774], [-1.035, 3.520, -1.383], [-3.496, -4.422, -0.533], [-2.726, -0.756, 1.724], [-1.562, 0.473, 1.087], [1.965, -1.479, -0.341], [-4.039, 0.727, 0.398], [3.071, 2.316, 1.477], [1.384, 2.808, -0.629], [0.507, 1.280, -1.671], [-1.788, 0.620, -1.374], [-3.104, 1.675, -1.455], [-2.252, -3.130, -1.462], [4.230, -1.984, -0.960], [-0.622, 3.404, 0.359], [-0.814, -1.863, 1.126], [5.532, 1.686, 0.979], [-3.067, -3.137, 1.429], [-1.129, -1.425, -0.418], [-3.755, -0.759, -0.435]], "mulliken_charge": [-0.153, -0.203, -0.465, 0.060, -0.575, -0.435, -1.006, -0.732, -0.729, -0.846, -0.437, -0.817, -0.633, 0.503, -0.343, 0.439, -0.298, 0.315, 0.265, 0.412, 0.338, 0.613, 0.436, 0.177, 0.515, 0.258, 0.323, 0.691, 0.187, 0.275, 0.740, 0.626, 0.295, 0.179, 0.560, 0.466], "e_above_lowest_kcal_mol": 0.0, "total_energy_ha": -1494.5070, "multiplicity": 1, "homo_energy_ha": -0.3953, "charge": 1, "orbital_gap_ev": 8.15}

Record 5
{"formula": "C17H14INPPtSbSe6", "method": "ωB97M-V with the def2-TZVPD basis set", "symbols": ["Pt", "I", "Sb", "Se", "Se", "Se", "Se", "Se", "Se", "P", "N", "C", "C", "C", "C", "C", "C", "C", "C", "C", "C", "C", "C", "C", "C", "C", "C", "C", "H", "H", "H", "H", "H", "H", "H", "H", "H", "H", "H", "H", "H", "H"], "coordinates": [[0.259, 0.270, 0.165], [1.576, -1.668, 5.632], [-4.265, 0.366, 0.832], [-4.268, -1.873, 1.747], [-0.910, -0.160, -1.931], [-1.743, 1.290, 1.107], [2.495, -0.577, -1.002], [-4.941, 2.167, 2.297], [-4.803, 0.569, -1.517], [1.050, -0.799, -2.596], [1.044, 0.653, 2.077], [1.560, 0.143, -4.085], [1.462, -0.084, 4.289], [-0.064, -4.226, -4.547], [1.768, -4.810, -3.112], [1.637, 2.225, 3.754], [0.020, -2.912, -4.120], [2.776, 0.813, -4.124], [0.995, -2.529, -3.200], [1.283, 1.910, 2.456], [1.860, -3.489, -2.691], [1.040, 1.005, -6.278], [3.127, 1.569, -5.235], [1.107, -0.331, 2.974], [1.734, 1.212, 4.692], [2.264, 1.663, -6.315], [0.811, -5.180, -4.043], [0.687, 0.260, -5.166], [1.151, 2.662, 1.693], [3.443, 0.741, -3.273], [1.808, 3.257, 4.026], [0.732, -6.212, -4.362], [-0.293, -0.198, -5.127], [2.003, 1.425, 5.718], [0.351, 1.089, -7.108], [2.599, -3.194, -1.958], [2.532, 2.262, -7.177], [4.074, 2.096, -5.247], [2.439, -5.552, -2.697], [0.851, -1.319, 2.619], [-0.707, -2.194, -4.476], [-0.829, -4.510, -5.259]], "mulliken_charge": [0.459, 0.082, 0.648, -0.749, -0.157, -0.419, -0.702, -0.762, -0.752, 0.305, -0.140, 0.849, -0.132, -0.769, -0.566, -0.702, -0.346, -0.315, 0.867, -0.134, -0.292, -0.766, -0.562, -0.305, -0.137, -0.370, -0.370, -0.319, 0.452, 0.192, 0.367, 0.355, 0.234, 0.353, 0.357, 0.199, 0.353, 0.363, 0.360, 0.396, 0.220, 0.353], "e_above_lowest_kcal_mol": 54.6, "total_energy_ha": -16118.3602, "multiplicity": 1, "homo_energy_ha": -0.0305, "charge": -2, "orbital_gap_ev": 4.15}

Record 6
{"formula": "C7H10N2", "method": "ωB97M-V with the def2-TZVPD basis set", "symbols": ["N", "N", "C", "C", "C", "C", "C", "C", "C", "H", "H", "H", "H", "H", "H", "H", "H", "H", "H"], "coordinates": [[1.752, -0.095, -0.179], [-2.310, 0.521, 0.204], [-1.021, 0.322, -0.124], [1.198, 1.232, -0.124], [3.153, -0.363, 0.243], [-0.120, 1.458, -0.053], [-3.221, -0.493, 0.054], [-0.479, -1.005, -0.056], [0.867, -1.096, -0.110], [1.868, 2.121, 0.164], [-3.328, -1.159, 1.034], [3.423, -0.104, 1.283], [3.316, -1.554, 0.186], [-1.118, -1.954, -0.088], [-2.935, -1.094, -0.899], [1.267, -2.110, -0.258], [-4.228, 0.059, -0.065], [-0.561, 2.375, 0.011], [3.944, 0.111, -0.531]], "mulliken_charge": [0.127, -0.564, 0.821, -0.310, -0.862, -0.644, -0.751, -0.551, -0.126, 0.251, 0.218, 0.315, 0.269, 0.213, 0.272, 0.281, 0.250, 0.509, 0.282], "e_above_lowest_kcal_mol": 71.0, "total_energy_ha": -382.1390, "multiplicity": 1, "homo_energy_ha": -0.2677, "charge": 0, "orbital_gap_ev": 7.98}